Entry 1:
Entry from the OMol25 dataset: an isolated ion of composition C9H17N2 and charge +1 (the ωB97M-V functional and the def2-TZVPD basis).

Geometry (Å):
C -0.171 1.499 0.032
C 1.422 -0.311 0.220
C -1.439 -0.376 -0.650
C 3.323 -1.328 -0.869
C -3.033 -1.749 0.863
C 2.205 2.036 0.218
C -2.520 1.677 -0.078
C 2.737 -0.974 0.483
C -2.432 -1.385 -0.514
N 1.118 1.061 0.081
N -1.313 0.851 -0.174
H -0.365 2.491 0.261
H 2.514 -1.711 -1.501
H 4.104 -2.005 -0.731
H 3.830 -0.522 -1.373
H -2.218 -1.602 1.593
H -3.210 -2.882 0.923
H -3.918 -1.336 1.038
H 2.146 2.766 -0.640
H 2.297 2.625 1.205
H 2.990 1.373 -0.084
H -2.977 1.916 0.846
H -2.313 2.596 -0.607
H -3.302 1.066 -0.591
H 3.265 -0.342 1.223
H 2.573 -1.856 1.072
H -3.309 -1.296 -1.250
H -2.005 -2.278 -0.995

Total charge: +1
Relative energy (zero: lowest compared OMol25 entry of this formula, charge and spin) (kJ/mol): 832.5
HOMO-LUMO gap (spin up / spin down) (eV): 6.81 / 6.59

***

Entry 2:
Entry from the OMol25 dataset: C6H24MgN12O6 as an isolated structure (the ωB97M-V functional and the def2-TZVPD basis).

Geometry (Å):
Mg 0.118 0.017 0.048
C -0.669 3.048 0.806
O -0.121 2.002 0.416
N -0.853 3.313 2.121
N -1.107 3.968 -0.064
H -0.310 2.886 2.849
H -1.345 4.157 2.362
H -0.946 3.809 -1.043
H -1.650 4.774 0.192
C 2.628 0.598 -1.894
O 1.544 0.647 -1.320
N 3.790 0.774 -1.196
N 2.840 0.115 -3.164
H 3.824 0.678 -0.198
H 4.698 0.840 -1.618
H 2.129 -0.324 -3.719
H 3.768 0.087 -3.537
C 0.734 -3.091 -0.654
O 0.589 -1.863 -0.413
N -0.277 -3.789 -1.180
N 1.963 -3.611 -0.501
H -1.178 -3.355 -1.241
H -0.124 -4.788 -1.139
H 2.183 -4.540 -0.824
H 2.732 -3.002 -0.298
C 1.729 -0.443 2.601
O 1.422 -0.106 1.451
N 2.376 0.415 3.456
N 1.355 -1.610 3.166
H 2.922 1.161 3.067
H 2.344 0.178 4.428
H 0.627 -2.174 2.770
H 1.878 -1.885 3.976
C -2.545 -0.370 1.541
O -1.334 -0.442 1.191
N -3.206 0.803 1.508
N -3.152 -1.417 2.108
H -2.699 1.619 1.235
H -3.832 0.880 2.298
H -4.117 -1.313 2.373
H -2.633 -2.239 2.347
C -1.723 0.372 -2.637
O -1.159 0.038 -1.583
N -2.299 1.587 -2.819
N -1.980 -0.544 -3.587
H -2.707 1.847 -3.697
H -2.345 2.191 -2.022
H -1.594 -1.460 -3.423
H -2.287 -0.435 -4.538

Total charge: +2
Relative energy (zero: lowest compared OMol25 entry of this formula, charge and spin) (kJ/mol): 87.2
HOMO-LUMO gap (eV): 10.56

***

Entry 3:
Entry from the OMol25 dataset: an isolated molecule of C17H27N3O6S (the ωB97M-V functional and the def2-TZVPD basis).

Geometry (Å):
C -0.487 -3.836 0.141
O -0.606 -2.488 0.536
C -1.760 -1.820 0.299
C -2.908 -2.460 -0.166
C -4.081 -1.773 -0.400
C -4.111 -0.409 -0.156
N -5.311 0.331 -0.417
O -6.326 -0.301 -0.630
O -5.240 1.542 -0.426
C -2.987 0.255 0.321
C -1.793 -0.421 0.545
N -0.719 0.333 0.999
C 0.537 -0.223 1.442
C 1.481 -0.370 0.243
O 1.046 -0.507 -0.886
N 2.782 -0.355 0.553
C 3.832 -0.319 -0.447
C 4.885 -1.403 -0.132
C 5.780 -1.074 1.061
C 5.739 -1.703 -1.363
C 4.382 1.116 -0.640
C 4.324 1.968 0.630
C 3.586 1.830 -1.731
S -0.509 1.896 0.340
C -0.821 1.763 -1.433
O 0.871 2.224 0.554
O -1.476 2.770 0.926
H 0.550 -4.102 0.340
H -0.691 -3.960 -0.926
H -1.146 -4.487 0.724
H -2.886 -3.519 -0.361
H -4.961 -2.275 -0.769
H -3.048 1.310 0.534
H 0.957 0.482 2.162
H 0.373 -1.183 1.927
H 3.052 -0.131 1.497
H 3.338 -0.616 -1.379
H 4.319 -2.311 0.111
H 5.193 -0.897 1.960
H 6.446 -1.911 1.259
H 6.391 -0.199 0.860
H 5.112 -1.970 -2.210
H 6.412 -2.532 -1.159
H 6.341 -0.841 -1.641
H 5.424 1.035 -0.965
H 4.807 1.483 1.474
H 4.834 2.912 0.451
H 3.289 2.191 0.880
H 3.988 2.827 -1.900
H 3.624 1.280 -2.669
H 2.549 1.927 -1.419
H -0.428 2.672 -1.871
H -0.279 0.895 -1.789
H -1.885 1.684 -1.606

Total charge: 0
Relative energy (zero: lowest compared OMol25 entry of this formula, charge and spin) (kJ/mol): 416.9
HOMO-LUMO gap (eV): 8.42

***

Entry 4:
Entry from the OMol25 dataset: C44H38N6O7TeTi as an isolated structure (the ωB97M-V functional and the def2-TZVPD basis).

Geometry (Å):
Ti 0.985 1.781 -0.784
O -2.944 1.604 -4.604
C -3.538 1.269 -3.459
C -4.911 1.013 -3.491
C -5.586 0.641 -2.351
C -4.912 0.505 -1.137
C -3.565 0.775 -1.085
C -2.853 1.164 -2.231
C -1.437 1.481 -2.115
O -0.839 1.394 -0.958
N -0.771 1.869 -3.170
N 0.561 2.084 -2.920
C 1.182 2.593 -3.930
C 2.607 2.875 -3.990
C 3.124 3.519 -5.115
C 4.481 3.776 -5.182
C 5.279 3.381 -4.123
C 4.681 2.720 -3.058
N 3.383 2.469 -2.982
H -1.991 1.766 -4.438
H -5.419 1.109 -4.440
H -6.652 0.462 -2.395
H -5.442 0.202 -0.245
H -3.050 0.742 -0.135
H 0.598 2.832 -4.815
H 2.462 3.810 -5.919
H 4.908 4.262 -6.048
H 6.342 3.570 -4.124
H 5.288 2.355 -2.236
O 4.575 1.972 0.910
C 3.535 1.659 0.136
O 2.649 2.526 -0.121
C 3.479 0.385 -0.467
C 4.516 -0.568 -0.417
C 4.471 -1.646 -1.246
C 3.392 -1.770 -2.142
C 2.373 -0.847 -2.094
N 2.357 0.211 -1.251
C 1.139 -1.079 -2.906
O 1.279 -1.524 -4.148
O 0.050 -0.918 -2.429
H 4.506 2.895 1.191
H 5.334 -0.404 0.269
H 5.250 -2.395 -1.237
H 3.332 -2.617 -2.811
H 2.201 -1.574 -4.433
C -4.474 -5.661 3.322
C -3.785 -4.503 2.660
C -3.829 -3.230 3.206
C -3.169 -2.148 2.634
C -3.376 -0.798 3.269
C -2.401 -2.360 1.479
Te -1.066 -0.969 0.519
N -1.276 0.570 1.774
C -0.260 1.366 1.675
O 0.783 1.060 0.909
C -0.234 2.584 2.507
C -1.373 2.967 3.217
C -1.311 4.039 4.086
C -0.121 4.734 4.253
C 1.002 4.380 3.523
C 0.946 3.310 2.648
C 0.638 -2.025 1.291
C 1.228 -2.869 0.354
C 2.332 -3.635 0.685
C 2.882 -3.523 1.951
C 2.302 -2.679 2.880
C 1.163 -1.930 2.584
C 0.562 -1.076 3.664
C -2.436 -3.619 0.850
C -1.817 -3.906 -0.499
C -3.115 -4.667 1.457
H -4.930 -5.357 4.262
H -3.761 -6.461 3.520
H -5.253 -6.064 2.675
H -4.409 -3.063 4.107
H -4.306 -0.805 3.836
H -3.423 -0.013 2.521
H -2.570 -0.552 3.963
H -2.288 2.407 3.084
H -2.190 4.338 4.639
H -0.064 5.552 4.959
H 1.921 4.940 3.636
H 1.823 3.014 2.090
H 0.808 -2.937 -0.641
H 2.748 -4.329 -0.034
H 3.755 -4.105 2.217
H 2.725 -2.601 3.874
H 0.679 -1.560 4.632
H -0.492 -0.900 3.477
H 1.063 -0.105 3.704
H -1.530 -2.997 -1.026
H -2.546 -4.424 -1.121
H -0.947 -4.556 -0.399
H -3.123 -5.636 0.969
N -0.206 4.750 -0.520
C 0.310 3.724 -0.641

Spin multiplicity: 2
Total charge: +1
Relative energy (zero: lowest compared OMol25 entry of this formula, charge and spin) (kJ/mol): 333.6
HOMO-LUMO gap (spin up / spin down) (eV): 5.76 / 6.71

***

Entry 5:
Entry from the OMol25 dataset: a 3-piece molecular cluster, C3H13NO2S overall (the ωB97M-V functional and the def2-TZVPD basis).

Geometry (Å):
C -0.089 0.579 0.262
C -1.580 0.305 0.343
N -2.333 0.502 -0.887
C -1.821 -1.157 0.880
S -0.461 -2.200 1.472
H 0.407 0.633 1.229
H -0.013 1.640 -0.021
H 0.462 0.025 -0.494
H -1.955 1.063 1.035
H -2.225 1.477 -1.156
H -1.912 0.051 -1.704
H -2.423 -0.923 1.762
H -2.521 -1.734 0.278
H -0.212 -2.738 0.291
O 2.402 2.157 -0.985
H 2.256 1.205 -1.000
H 3.317 2.267 -0.698
O 3.021 -0.753 -0.011
H 2.667 -1.541 0.362
H 3.013 -0.858 -0.958

Total charge: 0
Relative energy (zero: lowest compared OMol25 entry of this formula, charge and spin) (kJ/mol): 84.6
HOMO-LUMO gap (eV): 9.53

***

Entry 6:
Entry from the OMol25 dataset: C10H12ClMoNP as an isolated structure (the ωB97M-V functional and the def2-TZVPD basis).

Geometry (Å):
C 0.744 0.588 -3.115
C -0.540 -0.128 -3.061
C -0.345 -1.289 -2.312
C 1.063 -1.315 -1.888
C 1.751 -0.223 -2.504
Mo 0.284 0.574 -0.886
P -0.240 2.745 -0.485
H 0.924 1.507 -3.678
H -1.476 0.218 -3.500
H -1.099 -2.033 -2.049
H 2.819 -0.009 -2.450
H 1.534 -2.130 -1.333
H -1.207 3.001 0.516
H -0.764 3.512 -1.556
H 0.811 3.592 -0.054
Cl -0.819 1.182 4.774
C -0.557 0.108 3.411
C -0.582 -1.273 3.591
C -0.365 -2.111 2.500
C -0.124 -1.552 1.242
N -0.102 -0.198 1.070
C -0.315 0.631 2.137
H -0.767 -1.696 4.570
H -0.381 -3.186 2.626
H 0.038 -2.212 0.408
H -0.282 1.697 2.026

Spin multiplicity: 3
Total charge: +1
HOMO-LUMO gap (spin up / spin down) (eV): 7.16 / 6.55

***

Entry 7:
Entry from the OMol25 dataset: an isolated molecule of C2H6N2S2 (the ωB97M-V functional and the def2-TZVPD basis).

Geometry (Å):
H 0.496 2.645 -0.027
N 0.994 1.764 -0.003
C 0.243 0.758 0.007
N -1.135 0.810 0.032
S -2.238 -0.488 -0.085
S 0.885 -0.890 -0.009
C 2.631 -0.490 0.010
H -1.646 1.683 -0.026
H -2.496 -0.627 1.231
H 3.255 -1.401 0.046
H 2.810 0.057 -0.934
H 2.964 0.067 0.909

Total charge: 0
Relative energy (zero: lowest compared OMol25 entry of this formula, charge and spin) (kJ/mol): 49.9
HOMO-LUMO gap (eV): 9.56

***

Entry 8:
Entry from the OMol25 dataset: C23H26FeN6SSeSi as an isolated structure (the ωB97M-V functional and the def2-TZVPD basis).

Geometry (Å):
Fe -0.198 0.185 0.305
S -2.412 -3.571 1.116
C -1.378 -3.310 2.453
C -0.652 -2.164 2.330
C -0.921 -1.457 1.125
C -1.860 -2.118 0.388
C -2.268 -1.553 -0.869
C -3.284 -2.032 -1.688
C -3.593 -1.346 -2.846
C -2.885 -0.188 -3.146
C -1.894 0.220 -2.277
N -1.567 -0.447 -1.170
H -1.364 -4.013 3.271
H 0.026 -1.851 3.112
H -3.823 -2.924 -1.399
H -4.380 -1.699 -3.499
H -3.093 0.394 -4.031
H -1.328 1.120 -2.465
N 3.378 -1.414 1.673
C 3.480 -2.136 0.507
C 2.384 -1.809 -0.229
N 1.621 -0.903 0.458
C 2.246 -0.689 1.601
C 1.600 0.179 2.556
N 0.441 0.687 2.182
C -0.066 1.357 3.266
C 0.816 1.257 4.296
N 1.874 0.506 3.831
H 4.040 -1.427 2.430
H 4.303 -2.798 0.312
H 2.119 -2.177 -1.203
H -1.009 1.870 3.226
H 0.788 1.644 5.297
H 2.696 0.259 4.355
C 2.303 1.843 -3.675
C 1.770 0.562 -3.631
C 1.092 0.162 -2.498
N 0.925 0.953 -1.432
C 1.459 2.175 -1.470
C 2.148 2.662 -2.570
H 2.828 2.193 -4.553
H 1.866 -0.117 -4.467
H 0.633 -0.817 -2.442
H 1.313 2.772 -0.577
H 2.546 3.666 -2.550
C -3.305 4.657 -0.494
Si -1.698 3.910 -1.106
C -0.384 5.252 -1.005
C -1.917 3.528 -2.934
Se -1.350 2.321 0.536
H -3.581 5.526 -1.097
H -3.211 4.979 0.544
H -4.116 3.930 -0.546
H -0.712 6.131 -1.564
H 0.580 4.954 -1.421
H -0.227 5.548 0.033
H -2.204 4.455 -3.435
H -2.713 2.801 -3.103
H -1.002 3.179 -3.419

Spin multiplicity: 2
Total charge: +1
HOMO-LUMO gap (spin up / spin down) (eV): 7.23 / 7.59

***

Number 1: F_max 5.91 eV Å⁻¹, M 153.25 g mol⁻¹. Number 2: F_max 3.70 eV Å⁻¹, M 384.64 g mol⁻¹. Number 3: F_max 1.46 eV Å⁻¹, M 401.49 g mol⁻¹. Number 4: F_max 1.63 eV Å⁻¹, M 938.29 g mol⁻¹. Number 5: F_max 2.22 eV Å⁻¹, M 127.21 g mol⁻¹. Number 6: F_max 3.17 eV Å⁻¹, M 308.58 g mol⁻¹. Number 7: F_max 1.69 eV Å⁻¹, M 122.22 g mol⁻¹. Number 8: F_max 0.57 eV Å⁻¹, M 581.46 g mol⁻¹.